Entry 1:
C33H43N5P2Sr as an isolated structure, computed with ωB97M-V with the def2-TZVPD basis set.

Summary:
- energy relative to the best compared isomer or geometry (same formula, charge and spin) (kcal per mole) = 0.0
- E_tot (eV) = -61778.2106
- HOMO-LUMO gap (Ha) = 0.2022

ORCA input file:
```
! wB97M-V def2-TZVPD RIJCOSX def2/J DEFGRID3
* xyz 0 1
Sr 3.46969 2.11185 2.56703
C 4.20069 -0.18298 1.41889
C 3.32861 0.40069 0.56113
C 1.88505 0.01073 0.37406
C 0.74617 0.61700 1.28772
C 0.99490 0.75411 2.75992
C 1.76162 -0.09583 3.50729
C 2.40132 -1.35542 2.99777
C 3.86096 -1.27063 2.40179
C 2.59158 3.25992 4.60935
H 5.22955 0.21933 1.51050
H 3.63535 1.31720 0.01977
H 1.78854 -1.08599 0.42158
H 1.62431 0.31605 -0.65919
H 0.46061 1.61313 0.90220
H -0.16095 0.00112 1.11444
H 0.49661 1.60161 3.25458
H 1.91095 0.12683 4.57134
H 1.76520 -1.86140 2.25552
H 2.47321 -2.04144 3.86628
H 4.58613 -1.25977 3.23885
H 4.05676 -2.23714 1.89628
H 3.63554 3.38673 4.93578
H 1.93091 2.55731 5.12662
H 2.16968 4.00044 3.91103
P -4.37224 -0.63658 -1.08500
P -2.22336 -0.66116 -3.23104
N -4.71687 -1.64919 0.32196
N -6.00226 0.07541 -1.25068
N -1.27164 -2.15882 -3.07328
N -1.70109 -0.24787 -4.87071
C -4.52695 -1.95381 -2.38703
C -3.84696 -1.44828 -3.66913
C -3.71723 -1.82473 1.29586
C -4.07610 -2.88418 2.11482
C -5.33512 -3.39518 1.63791
C -5.69899 -2.62628 0.52920
C -6.21986 1.42661 -0.93683
C -7.55745 1.73463 -1.17135
C -8.19018 0.54593 -1.67328
C -7.21012 -0.44965 -1.72051
C -0.16650 -2.21072 -2.21141
C 0.38374 -3.48696 -2.25543
C -0.42323 -4.26943 -3.14712
C -1.43861 -3.43376 -3.62085
C -1.50195 -1.04043 -6.01139
C -1.44896 -0.20523 -7.13022
C -1.64896 1.14351 -6.66486
C -1.80624 1.09174 -5.28924
H -5.57550 -2.21605 -2.57848
H -4.01977 -2.84882 -1.99522
H -3.72946 -2.25484 -4.40542
H -4.43951 -0.64518 -4.13710
H -2.86520 -1.17161 1.29181
H -3.50870 -3.25725 2.94216
H -5.88189 -4.21601 2.05006
H -6.56273 -2.68485 -0.10427
H -5.40337 2.02375 -0.58417
H -8.02774 2.68085 -0.99798
H -9.21887 0.43191 -1.94818
H -7.28178 -1.46383 -2.06155
H 0.11499 -1.33208 -1.66378
H 1.25685 -3.81751 -1.72748
H -0.27257 -5.29597 -3.41499
H -2.25296 -3.65205 -4.28535
H -1.39559 -2.10449 -5.93542
H -1.29849 -0.50886 -8.14349
H -1.68135 2.02807 -7.26629
H -1.98059 1.85497 -4.55579
C 4.98128 4.96817 2.27224
C 6.03579 4.00702 2.70146
C 7.39602 4.22151 2.95981
C 7.93834 3.01451 3.38228
C 6.91404 2.05942 3.38972
C 6.93673 0.63712 3.79456
N 5.77720 2.68023 2.95630
H 4.17874 5.12028 3.02737
H 4.52613 4.72585 1.28699
H 5.47377 5.94299 2.14755
H 7.85903 5.18410 2.83366
H 8.94276 2.76368 3.67817
H 6.73994 -0.06218 2.96019
H 7.95657 0.44108 4.15372
H 6.24199 0.40701 4.62601
*
```

Entry 2:
C33H43N5P2Zn as an isolated structure, computed with ωB97M-V with the def2-TZVPD basis set.

Summary:
- E_tot (eV) = -109356.8429
- HOMO-LUMO gap (alpha / beta) (Ha) = 0.1983 / 0.1175

ORCA input file:
```
! wB97M-V def2-TZVPD RIJCOSX def2/J DEFGRID3
* xyz 0 1
Zn 0.10415 2.28024 -0.69879
C 4.06687 -1.45973 3.99278
C 4.06747 -1.51388 2.64562
C 2.74858 -1.59946 1.87194
C 1.74534 -0.51009 2.32618
C 0.57558 -0.93691 3.15796
C 0.52512 -2.11952 3.79676
C 1.74645 -2.76750 4.39239
C 2.88943 -1.76579 4.88154
C -0.63437 4.11872 -0.24011
H 5.01597 -1.28211 4.53518
H 4.99875 -1.60956 2.06436
H 2.22197 -2.56974 1.96871
H 2.99541 -1.39826 0.80698
H 2.30469 0.22904 2.90543
H 1.33607 0.03031 1.45118
H -0.24257 -0.20326 3.22816
H -0.41961 -2.66764 3.99123
H 2.17926 -3.55961 3.73948
H 1.39492 -3.23145 5.34398
H 2.38108 -0.85858 5.26900
H 3.37865 -2.22755 5.76225
H 0.23924 4.73833 0.04761
H -1.38901 4.14222 0.55971
H -1.12040 4.38357 -1.19992
P -2.46222 0.80694 -0.78995
P 0.35456 -0.31848 -2.46597
N -3.53071 -0.03714 0.36470
N -3.93909 1.35358 -1.78061
N 0.28392 -1.96794 -1.76809
N 1.04567 -1.03639 -4.06284
C -2.33072 -0.71156 -1.84000
C -1.40733 -0.48805 -3.05270
C -3.89915 0.52002 1.59720
C -4.86188 -0.29913 2.18389
C -5.10705 -1.38898 1.28979
C -4.28558 -1.20527 0.18519
C -4.09184 2.65016 -2.26402
C -5.26354 2.72256 -3.01642
C -5.84653 1.41720 -3.01491
C -5.01987 0.60171 -2.25045
C 0.77337 -2.29237 -0.50640
C 0.42282 -3.60503 -0.19600
C -0.38177 -4.08296 -1.26518
C -0.49470 -3.05417 -2.18020
C 1.05771 -2.28312 -4.69905
C 1.50977 -2.13083 -6.01187
C 1.76984 -0.73709 -6.19963
C 1.43796 -0.09038 -5.01715
H -3.28679 -1.08256 -2.24276
H -1.94299 -1.50546 -1.18426
H -1.48382 -1.26805 -3.84327
H -1.62140 0.46835 -3.55586
H -3.44653 1.43809 1.95804
H -5.34960 -0.16957 3.14007
H -5.78090 -2.22691 1.39151
H -4.19559 -1.82642 -0.69790
H -3.35009 3.40531 -2.05163
H -5.64985 3.57897 -3.55305
H -6.72505 1.06506 -3.53487
H -5.13188 -0.44914 -2.02862
H 1.34152 -1.56940 0.04476
H 0.66556 -4.14393 0.70745
H -0.84478 -5.04927 -1.39146
H -1.08366 -3.00613 -3.07537
H 0.74986 -3.18777 -4.19280
H 1.62592 -2.91918 -6.74262
H 2.15468 -0.26069 -7.08712
H 1.43998 0.95830 -4.76288
C 1.21594 2.16677 3.24554
C 2.25126 2.55324 2.28227
C 3.60007 2.80745 2.70254
C 4.24574 3.31281 1.56802
C 3.27273 3.32275 0.50880
C 3.50826 3.95611 -0.80197
N 2.08604 2.79201 0.93606
H 0.77697 3.03446 3.74277
H 1.69918 1.59791 4.05071
H 0.43461 1.57664 2.77672
H 3.96858 2.64974 3.72511
H 5.27609 3.65684 1.47101
H 3.51075 5.05748 -0.71111
H 4.50688 3.62499 -1.13081
H 2.71962 3.65614 -1.50194
*
```

Entry 3:
C33H44BN9O4PS2Ta as an isolated structure, computed with ωB97M-V with the def2-TZVPD basis set.

Summary:
- energy relative to the best compared isomer or geometry (same formula, charge and spin) (kcal per mole) = 4.0
- E_tot (eV) = -89718.2384
- HOMO-LUMO gap (Ha) = 0.2467

ORCA input file:
```
! wB97M-V def2-TZVPD RIJCOSX def2/J DEFGRID3
* xyz 2 1
Ta -0.36219 1.13686 -0.33053
C -1.17056 4.78552 0.68770
C -0.44186 3.87840 1.62969
C -0.05442 4.18294 2.93271
C 0.52231 3.04170 3.45188
C 1.08481 2.79694 4.81601
N 0.50034 2.10228 2.49479
N -0.08591 2.60583 1.36549
B 0.64853 0.57768 2.63312
N -0.76543 -0.00446 2.37613
N -1.60585 0.54460 1.42238
C -2.86031 0.13698 1.70403
C -4.07744 0.50548 0.92879
C -2.81919 -0.65005 2.84870
C -1.49615 -0.72164 3.24163
C -0.90070 -1.41060 4.43160
N 1.68102 0.09929 1.57906
N 1.60462 0.52335 0.27694
C 2.76681 0.21999 -0.33962
C 3.05122 0.52367 -1.77609
C 3.60382 -0.36616 0.58987
C 2.88971 -0.42727 1.78308
C 3.32546 -0.96755 3.10707
H -1.78333 5.47771 1.26305
H -0.47714 5.38921 0.09399
H -1.82858 4.23869 0.01751
H -0.19260 5.12773 3.44313
H 1.13502 3.73524 5.36184
H 0.45773 2.10789 5.38492
H 2.08776 2.37220 4.76571
H 1.03141 0.27885 3.72707
H -4.18743 1.58898 0.85088
H -4.05559 0.10101 -0.07782
H -4.95433 0.10554 1.43466
H -3.66933 -1.11122 3.33790
H -1.58694 -2.17939 4.78484
H 0.05493 -1.87748 4.19363
H -0.73603 -0.70724 5.25411
H 2.15657 0.81290 -2.32885
H 3.78547 1.32965 -1.84546
H 3.47913 -0.35204 -2.25748
H 4.60540 -0.73516 0.41305
H 4.22900 -1.55800 2.97343
H 3.54814 -0.15929 3.80828
H 2.55722 -1.59745 3.56030
O -3.51801 1.26032 -1.99248
C -2.39419 1.42170 -2.33018
N -1.43257 2.26570 -1.57746
C -0.90094 3.30007 -2.40853
O -1.41524 3.67508 -3.41302
C 0.39531 3.79599 -1.91128
C 0.94104 4.97396 -2.35548
C 2.16951 5.35073 -1.83817
C 2.78522 4.52907 -0.90175
C 2.17036 3.35240 -0.52002
N 0.99160 2.97899 -1.03098
C -1.68076 0.73841 -3.45921
C -2.33659 0.28714 -4.57194
C -1.57844 -0.32511 -5.56447
C -0.21782 -0.45735 -5.37978
C 0.35587 0.01430 -4.20524
N -0.35926 0.60921 -3.25150
H 0.39988 5.57018 -3.08041
H 2.63822 6.27844 -2.15164
H 3.74153 4.79167 -0.46704
H 2.60995 2.69977 0.22420
H -3.40560 0.42559 -4.66233
H -2.05048 -0.68499 -6.46980
H 0.40828 -0.92649 -6.12836
H 1.41669 -0.10031 -4.02574
C 2.39221 -4.13139 0.31846
C 0.92125 -4.37267 0.56204
C 0.48042 -3.96808 1.94703
O 0.01547 -3.65469 -0.35901
P 0.07024 -2.71654 -1.58506
S 1.71926 -2.19765 -2.38296
S -1.05931 -1.13455 -0.66271
O -0.96725 -3.27445 -2.60923
C -2.12836 -4.20976 -2.47700
C -3.11253 -3.75319 -1.41753
C -1.62975 -5.62538 -2.29637
H 2.94137 -4.72090 1.05816
H 2.65043 -3.07514 0.44303
H 2.70762 -4.44860 -0.67463
H 0.69309 -5.42014 0.38960
H 0.76435 -2.92396 2.13375
H 0.96412 -4.60729 2.69060
H -0.60201 -4.06473 2.05793
H -2.58397 -4.11316 -3.45510
H -2.65523 -3.74498 -0.42439
H -3.95155 -4.45224 -1.39515
H -3.50379 -2.75694 -1.63783
H -1.22022 -5.77790 -1.29621
H -0.86768 -5.86764 -3.03833
H -2.46690 -6.31465 -2.42963
*
```

Among the records above, which one has the highest E_tot?
C33H43N5P2Sr

Among the records above, which one has the lowest E_tot?
C33H43N5P2Zn